Model i:
{"formula": "CH4N2O2", "method": "ωB97M-V with the def2-TZVPD basis set", "species": ["C", "N", "N", "O", "O", "H", "H", "H", "H"], "coordinates": [[-0.02, -0.18, -2.07], [-1.24, 0.09, 1.31], [0.56, 0.38, -0.10], [0.76, -0.17, -2.95], [-0.43, 1.01, 0.57], [-1.01, -0.49, -2.05], [-0.70, 0.05, 2.13], [-2.15, 0.59, 1.44], [0.55, -0.46, 0.41]], "nbo_charge": [0.5391, -0.5622, -0.3851, -0.4517, -0.2785, 0.1299, 0.3420, 0.3607, 0.3057], "lumo_ha": [0.0283, 0.0283], "spin_multiplicity": 1, "gap_ev": [8.775, 8.773]}

***

Model ii:
{"formula": "CH4N2O2", "method": "ωB97M-V with the def2-TZVPD basis set", "species": ["H", "N", "N", "C", "O", "O", "H", "H", "H"], "coordinates": [[-2.48, 0.50, -0.05], [-1.74, -0.18, 0.24], [-0.75, 0.43, -0.21], [0.57, -0.18, -0.33], [0.77, -1.50, 0.11], [1.55, 0.63, 0.24], [0.61, -0.16, -1.38], [0.04, -1.77, 0.64], [2.08, 0.05, 0.71]], "nbo_charge": [0.3353, -0.3312, -0.1489, 0.4454, -0.7246, -0.6928, 0.1444, 0.4873, 0.4852], "lumo_ha": 0.0154, "spin_multiplicity": 1, "gap_ev": 10.192}

***

Model iii:
{"formula": "CH4N2O2", "method": "ωB97M-V with the def2-TZVPD basis set", "species": ["O", "N", "C", "N", "O", "H", "H", "H", "H"], "coordinates": [[-1.00, -1.09, -0.68], [0.40, -1.13, -0.59], [0.89, -0.20, 0.12], [0.33, 0.75, 0.88], [-0.80, 1.34, 0.31], [-1.28, -1.42, -1.66], [1.95, -0.34, 0.51], [0.80, 1.58, 1.30], [-1.29, 0.52, -0.19]], "nbo_charge": [-0.6167, -0.2258, 0.1880, -0.3310, -0.5986, 0.4969, 0.1949, 0.3986, 0.4937], "lumo_ha": 0.0240, "spin_multiplicity": 1, "gap_ev": 9.294}

***

Model iv:
{"formula": "CH4N2O2", "method": "ωB97M-V with the def2-TZVPD basis set", "species": ["N", "O", "N", "C", "O", "H", "H", "H", "H"], "coordinates": [[0.04, -1.28, -1.10], [-0.87, -0.40, -0.48], [0.15, 0.46, 0.14], [-0.04, 1.06, 1.37], [-0.62, 0.58, 2.27], [-0.32, -2.20, -1.11], [0.46, -0.78, -1.91], [0.92, 0.53, -0.62], [0.27, 2.02, 1.44]], "nbo_charge": [-0.5749, -0.2248, -0.3993, 0.5068, -0.5319, 0.3825, 0.3445, 0.3852, 0.1119], "lumo_ha": 0.0306, "spin_multiplicity": 1, "gap_ev": 10.345}

***

Going by the energies, model ii is most stable and the next is 52.7 kcal/mol up.

***

Model i:
{"formula": "CH4N2O2", "method": "ωB97M-V with the def2-TZVPD basis set", "species": ["N", "N", "O", "C", "O", "H", "H", "H", "H"], "coordinates": [[-1.11, -0.78, 3.38], [-2.01, -0.73, 2.74], [-3.02, -0.57, 2.19], [0.31, -0.02, -0.37], [-0.71, -0.25, 0.55], [1.05, 0.48, 0.08], [0.12, 0.61, -1.31], [0.71, -0.90, -0.85], [-1.20, -0.90, 0.07]], "nbo_charge": [-0.0764, 0.4371, -0.3603, -0.2376, -0.7066, 0.1747, 0.1449, 0.1582, 0.4660], "lumo_ha": 0.0308, "spin_multiplicity": 1, "gap_ev": 11.388}

***

Model ii:
{"formula": "CH4N2O2", "method": "ωB97M-V with the def2-TZVPD basis set", "species": ["C", "N", "N", "O", "O", "H", "H", "H", "H"], "coordinates": [[-1.68, 0.11, -0.31], [2.05, -0.33, 0.57], [0.76, 0.40, -0.73], [1.53, -0.75, -0.63], [1.33, 0.90, 0.49], [-1.81, -0.06, 0.77], [-1.49, 1.14, -0.51], [-2.20, -0.57, -0.97], [1.51, -0.84, 1.31]], "nbo_charge": [-0.5088, -0.0165, 0.1713, -0.2307, -0.2556, 0.1620, 0.1751, 0.1800, 0.3233], "lumo_ha": [0.0140, 0.0143], "spin_multiplicity": 1, "gap_ev": [9.003, 9.021]}

***

Model iii:
{"formula": "CH4N2O2", "method": "ωB97M-V with the def2-TZVPD basis set", "species": ["C", "N", "N", "O", "O", "H", "H", "H", "H"], "coordinates": [[1.32, -0.25, 0.01], [-2.13, 0.81, 0.03], [-1.36, -0.09, -0.01], [-1.21, -1.24, -0.05], [0.48, 0.80, -0.10], [1.77, -0.34, 1.01], [2.11, -0.25, -0.76], [0.75, -1.19, -0.16], [-1.72, 1.74, 0.02]], "nbo_charge": [-0.2684, -0.3625, 0.5393, -0.2411, -0.5910, 0.1538, 0.1732, 0.1906, 0.4062], "lumo_ha": [-0.0245, -0.0264], "spin_multiplicity": 1, "gap_ev": [9.097, 8.867]}

***

Going by the energies, model i is most stable and the next is 56.6 kcal/mol up.

***

Model i:
{"formula": "C10H16O", "method": "ωB97M-V with the def2-TZVPD basis set", "species": ["C", "C", "C", "C", "C", "O", "C", "C", "H", "H", "H", "H", "H", "H", "H", "H", "C", "C", "C", "H", "H", "H", "H", "H", "H", "H", "H"], "coordinates": [[-0.39, -2.41, 0.95], [-0.91, -1.77, -0.28], [0.01, -1.92, -1.34], [-0.11, -1.07, -2.37], [-1.06, 0.02, -2.31], [-1.30, 0.96, -3.26], [-2.11, -0.01, -1.31], [-2.06, -0.94, -0.29], [-0.54, -2.00, 1.92], [0.54, -2.83, 0.72], [-1.03, -3.31, 1.03], [0.77, -2.74, -1.39], [0.49, -1.21, -3.34], [-0.84, 1.04, -4.11], [-2.80, 0.91, -1.35], [-2.78, -1.44, 0.37], [0.44, 2.14, 0.71], [1.30, 1.05, 1.23], [2.14, 1.64, 2.39], [0.90, 3.04, 0.45], [-0.23, 2.53, 1.54], [-0.19, 1.65, -0.07], [0.50, 0.32, 1.46], [2.16, 0.71, 0.55], [2.90, 2.23, 1.88], [1.66, 2.37, 3.04], [2.53, 1.03, 3.19]], "nbo_charge": [-0.6443, -0.0135, -0.2168, -0.2774, 0.2944, -0.7036, -0.2534, -0.2390, 0.2273, 0.2185, 0.2103, 0.2180, 0.2096, 0.5016, 0.2359, 0.2338, -0.6047, -0.4077, -0.6214, 0.1996, 0.1950, 0.2177, 0.2095, 0.2032, 0.1999, 0.1958, 0.2119], "lumo_ha": 0.0286, "spin_multiplicity": 1, "gap_ev": 8.538}

***

Model ii:
{"formula": "C10H16O", "method": "ωB97M-V with the def2-TZVPD basis set", "species": ["C", "C", "C", "C", "C", "C", "O", "C", "C", "H", "H", "H", "H", "H", "H", "H", "H", "H", "H", "C", "C", "H", "H", "H", "H", "H", "H"], "coordinates": [[-1.35, 2.39, 2.26], [-0.22, 1.70, 1.51], [-0.51, 0.24, 1.20], [0.06, -0.82, 1.88], [-0.20, -2.13, 1.46], [-1.09, -2.35, 0.44], [-1.43, -3.67, 0.14], [-1.75, -1.32, -0.24], [-1.50, -0.05, 0.25], [-2.18, 2.60, 1.59], [-1.01, 3.39, 2.57], [-1.60, 1.88, 3.18], [0.08, 2.21, 0.60], [0.70, 1.70, 2.07], [0.71, -0.70, 2.73], [0.02, -2.89, 2.19], [-1.10, -3.87, -0.75], [-2.69, -1.57, -0.72], [-2.16, 0.79, 0.03], [1.47, 0.35, -3.16], [2.82, 0.22, -2.47], [1.54, 0.62, -4.22], [0.95, -0.59, -3.13], [0.90, 1.14, -2.68], [3.50, 1.05, -2.68], [3.38, -0.69, -2.69], [2.67, 0.37, -1.39]], "nbo_charge": [-0.6033, -0.4181, -0.0361, -0.1869, -0.2752, 0.2965, -0.7071, -0.2805, -0.1821, 0.2054, 0.2089, 0.2132, 0.2108, 0.2054, 0.2109, 0.2251, 0.4799, 0.2274, 0.2056, -0.6055, -0.6111, 0.1995, 0.2036, 0.2035, 0.1996, 0.2055, 0.2052], "lumo_ha": 0.0308, "spin_multiplicity": 1, "gap_ev": 9.578}

***

Model iii:
{"formula": "C10H16O", "method": "ωB97M-V with the def2-TZVPD basis set", "species": ["C", "C", "C", "C", "C", "O", "C", "C", "H", "H", "H", "H", "H", "H", "H", "H", "C", "C", "C", "H", "H", "H", "H", "H", "H", "H", "H"], "coordinates": [[-0.30, -3.86, -0.26], [-0.58, -2.53, 0.36], [-0.99, -1.46, -0.42], [-1.19, -0.19, 0.10], [-0.88, -0.01, 1.44], [-1.00, 1.21, 2.09], [-0.46, -1.03, 2.28], [-0.30, -2.29, 1.69], [0.72, -4.05, -0.59], [-0.97, -4.13, -1.08], [-0.47, -4.65, 0.48], [-1.12, -1.66, -1.48], [-1.45, 0.68, -0.49], [-1.16, 1.94, 1.47], [-0.12, -0.83, 3.28], [0.05, -3.10, 2.32], [1.71, 1.47, -1.59], [1.17, 2.43, -0.50], [-0.09, 3.20, -0.77], [1.32, 0.44, -1.52], [1.47, 1.70, -2.63], [2.79, 1.36, -1.62], [2.00, 3.11, -0.37], [1.14, 1.74, 0.35], [-0.03, 4.03, -0.05], [-1.11, 2.82, -0.70], [-0.15, 3.64, -1.77]], "nbo_charge": [-0.6259, -0.0782, -0.1721, -0.3008, 0.3071, -0.6855, -0.2696, -0.1643, 0.2180, 0.2165, 0.2139, 0.2084, 0.2173, 0.4804, 0.2286, 0.2050, -0.6150, -0.4215, -0.6310, 0.2066, 0.1985, 0.2100, 0.2071, 0.2175, 0.2144, 0.1983, 0.2162], "lumo_ha": 0.0343, "spin_multiplicity": 1, "gap_ev": 9.314}

***

Model iv:
{"formula": "C10H16O", "method": "ωB97M-V with the def2-TZVPD basis set", "species": ["C", "C", "C", "C", "C", "C", "O", "C", "C", "H", "H", "H", "H", "H", "H", "H", "H", "H", "H", "C", "C", "H", "H", "H", "H", "H", "H"], "coordinates": [[2.07, 0.54, 2.47], [1.71, 0.30, 1.01], [0.23, 0.05, 0.79], [-0.42, -1.01, 1.42], [-1.76, -1.23, 1.24], [-2.51, -0.35, 0.47], [-3.86, -0.46, 0.32], [-1.88, 0.68, -0.21], [-0.52, 0.85, -0.05], [1.59, -0.18, 3.14], [1.71, 1.52, 2.78], [3.14, 0.41, 2.67], [1.92, 1.19, 0.43], [2.31, -0.48, 0.54], [0.18, -1.64, 2.07], [-2.30, -2.10, 1.63], [-4.21, -1.23, 0.78], [-2.43, 1.36, -0.85], [-0.05, 1.68, -0.58], [2.12, 0.18, -2.65], [3.05, 0.26, -3.89], [1.30, -0.51, -2.81], [2.74, -0.08, -1.81], [1.66, 1.16, -2.49], [3.41, 1.28, -4.02], [2.52, -0.04, -4.79], [3.89, -0.42, -3.80]], "nbo_charge": [-0.6018, -0.4151, -0.0495, -0.1886, -0.2888, 0.3065, -0.6731, -0.2726, -0.1767, 0.2013, 0.2103, 0.2106, 0.2049, 0.2089, 0.2101, 0.2051, 0.4781, 0.2238, 0.2067, -0.6100, -0.6073, 0.2099, 0.2029, 0.1994, 0.2023, 0.2021, 0.2008], "lumo_ha": 0.0316, "spin_multiplicity": 1, "gap_ev": 9.229}

***

Going by the energies, model iv is most stable and the next is 9.0 kcal/mol up.

***

Model i:
{"formula": "C10H16O", "method": "ωB97M-V with the def2-TZVPD basis set", "species": ["C", "C", "C", "C", "C", "O", "C", "C", "H", "H", "H", "H", "H", "H", "H", "H", "C", "C", "C", "H", "H", "H", "H", "H", "H", "H", "H"], "coordinates": [[-1.66, 2.33, -0.85], [-0.26, 1.76, -0.68], [0.31, 1.55, 0.56], [1.64, 1.21, 0.68], [2.38, 0.93, -0.46], [3.67, 0.45, -0.34], [1.83, 1.16, -1.71], [0.52, 1.58, -1.82], [-2.14, 2.56, 0.10], [-2.35, 1.67, -1.39], [-1.56, 3.23, -1.45], [-0.24, 1.77, 1.46], [2.17, 1.17, 1.63], [3.69, -0.23, 0.35], [2.46, 1.03, -2.58], [0.16, 1.76, -2.82], [-1.74, -1.40, 0.12], [-0.53, -1.76, 0.98], [-0.45, -3.23, 1.42], [-2.33, -2.31, -0.08], [-1.45, -1.00, -0.84], [-2.47, -0.78, 0.64], [0.41, -1.43, 0.54], [-0.67, -1.23, 1.93], [-1.38, -3.52, 1.92], [-0.33, -3.87, 0.54], [0.33, -3.40, 2.17]], "nbo_charge": [-0.6273, -0.0308, -0.2055, -0.2630, 0.2767, -0.6896, -0.2513, -0.2003, 0.2137, 0.2180, 0.2175, 0.2122, 0.2133, 0.4814, 0.2230, 0.2124, -0.6190, -0.4029, -0.5990, 0.2006, 0.2153, 0.2081, 0.2038, 0.1908, 0.1978, 0.1985, 0.2056], "lumo_ha": 0.0293, "spin_multiplicity": 1, "gap_ev": 9.368}

***

Model ii:
{"formula": "C10H16O", "method": "ωB97M-V with the def2-TZVPD basis set", "species": ["C", "C", "C", "O", "C", "C", "C", "C", "C", "C", "C", "H", "H", "H", "H", "H", "H", "H", "H", "H", "H", "H", "H", "H", "H", "H", "H"], "coordinates": [[3.13, -1.60, 0.16], [2.50, -0.57, -0.01], [1.75, 0.60, -0.36], [2.42, 1.82, 0.08], [0.41, 0.53, 0.44], [-0.95, 0.79, -0.14], [-1.91, 1.55, 0.73], [-1.08, 1.16, -1.59], [-0.45, -0.70, 0.29], [-0.24, -1.65, -0.88], [-0.92, -1.42, 1.52], [3.77, -2.43, 0.48], [1.45, 0.67, -1.39], [3.10, 1.59, 0.74], [0.57, 0.92, 1.41], [-2.86, 1.34, 0.30], [-1.63, 2.64, 0.87], [-1.97, 1.19, 1.73], [-0.84, 2.18, -1.58], [-2.08, 1.00, -2.04], [-0.23, 0.79, -2.11], [-1.15, -2.00, -1.41], [0.44, -2.43, -0.65], [0.07, -1.10, -1.80], [-1.95, -1.15, 1.49], [-0.38, -1.18, 2.39], [-0.95, -2.54, 1.31]], "nbo_charge": [-0.2188, -0.0489, 0.0061, -0.7110, -0.2204, -0.0146, -0.6145, -0.6195, -0.0298, -0.6281, -0.6207, 0.2478, 0.2107, 0.4787, 0.2177, 0.2082, 0.2153, 0.2107, 0.2167, 0.2187, 0.2023, 0.2183, 0.2205, 0.2067, 0.2182, 0.2151, 0.2147], "lumo_ha": 0.0309, "spin_multiplicity": 1, "gap_ev": 9.617}

***

Model iii:
{"formula": "C10H16O", "method": "ωB97M-V with the def2-TZVPD basis set", "species": ["C", "C", "C", "C", "C", "C", "O", "C", "C", "H", "H", "H", "H", "H", "H", "H", "H", "H", "H", "C", "C", "H", "H", "H", "H", "H", "H"], "coordinates": [[2.15, 1.34, 0.84], [1.16, 2.43, 0.39], [-0.19, 1.86, 0.07], [-0.91, 1.27, 1.10], [-1.92, 0.35, 0.86], [-2.29, 0.07, -0.45], [-3.04, -1.02, -0.80], [-1.75, 0.81, -1.48], [-0.72, 1.70, -1.20], [1.87, 0.29, 0.83], [2.49, 1.49, 1.86], [3.07, 1.34, 0.26], [1.12, 3.18, 1.18], [1.61, 2.94, -0.47], [-0.61, 1.38, 2.14], [-2.42, -0.08, 1.72], [-3.38, -1.48, -0.01], [-2.09, 0.71, -2.51], [-0.44, 2.37, -2.02], [1.38, -2.95, 0.04], [0.19, -2.30, -0.63], [2.17, -3.27, -0.62], [1.84, -2.25, 0.74], [1.17, -3.82, 0.66], [-0.01, -2.60, -1.67], [0.26, -1.22, -0.74], [-0.72, -2.52, -0.09]], "nbo_charge": [-0.6170, -0.4244, -0.0544, -0.1734, -0.3004, 0.3050, -0.6728, -0.2738, -0.1875, 0.2165, 0.2067, 0.2110, 0.2133, 0.2133, 0.2083, 0.2123, 0.4787, 0.2279, 0.2121, -0.6153, -0.6176, 0.2050, 0.1998, 0.2038, 0.2073, 0.2132, 0.2024], "lumo_ha": 0.0321, "spin_multiplicity": 1, "gap_ev": 9.236}

***

Going by the energies, model i is most stable and the next is 7.2 kcal/mol up.